Entry 1:
Formula: C50H66N16
Source: the OMol25 dataset
Level of theory: ωB97M-V with the def2-TZVPD basis set

Structure (XYZ):
```
132
Properties=species:S:1:pos:R:3:forces:R:3
C -2.45399 2.68544 2.29361 0.35 1.44 -0.26
C -2.14319 2.89600 3.68951 -0.32 -0.19 0.90
N -1.96567 3.09855 4.80807 0.11 -0.13 -0.24
H -3.27962 2.01485 2.11211 0.09 -0.47 0.18
H -1.52808 2.44638 1.77848 -0.16 -0.43 -0.24
H -2.75278 3.67537 1.92705 0.00 -0.14 -0.17
C -4.82939 -3.00801 -1.01252 -0.48 1.00 -0.05
C -4.74201 -1.96584 -2.04864 0.14 -0.88 0.68
N -4.67204 -1.15194 -2.84762 0.16 0.49 -0.49
H -3.92385 -3.01261 -0.41303 0.08 -0.09 -0.05
H -5.01125 -3.97391 -1.45607 0.09 -0.17 -0.10
H -5.67220 -2.73334 -0.37425 0.07 -0.15 0.08
C -1.34010 -0.34220 -5.07371 -1.11 0.47 -0.37
C -1.68085 1.08539 -5.20036 0.85 -2.82 0.44
N -1.84030 2.18773 -5.38104 -0.54 2.52 -0.35
H -0.42731 -0.48378 -5.63727 0.16 -0.28 0.15
H -2.16627 -0.90777 -5.51747 0.20 -0.03 -0.01
H -1.26866 -0.64519 -4.03420 0.29 0.07 0.06
C 1.12132 -7.31966 1.13333 0.11 -0.04 -0.19
C 1.71661 -5.98900 1.25385 0.02 0.25 0.18
N 2.20770 -4.95163 1.35417 -0.31 -0.45 -0.10
H 0.92507 -7.77285 2.10289 0.18 0.15 0.11
H 1.82669 -7.94194 0.57910 -0.17 -0.04 -0.02
H 0.17056 -7.27526 0.60306 0.12 0.11 -0.15
C 3.90407 -4.25439 -1.53772 -0.41 0.51 -0.28
C 3.62214 -5.62677 -1.89596 0.26 -0.25 0.16
N 3.38320 -6.72353 -2.13028 -0.12 -0.19 -0.06
H 3.59083 -4.08524 -0.51501 0.17 0.03 0.27
H 3.28070 -3.61917 -2.15957 -0.07 0.21 -0.12
H 4.93155 -3.94949 -1.70661 0.14 -0.21 0.10
C 4.86678 2.14905 3.47721 0.26 0.04 0.79
C 3.42745 2.26490 3.41644 1.03 -0.09 -0.20
N 2.29508 2.34947 3.37986 -1.49 0.04 -0.10
H 5.18005 1.16209 3.15394 0.03 -0.04 -0.19
H 5.15092 2.27177 4.52816 0.09 -0.06 -0.16
H 5.35634 2.93590 2.91566 0.00 0.00 -0.24
C 2.81202 -3.32447 4.09206 -0.83 -0.42 -0.16
C 3.10139 -2.14769 3.30892 -0.53 -2.84 2.26
N 3.19447 -1.20818 2.70852 0.73 3.28 -2.15
H 2.08914 -3.89194 3.49842 0.37 -0.21 -0.04
H 2.25362 -3.07617 4.99389 0.43 0.28 0.20
H 3.69656 -3.91942 4.27719 0.06 -0.08 0.12
N 0.91189 -0.68664 0.90512 1.02 -0.38 0.48
C 0.30069 0.50583 0.70305 0.40 0.50 0.39
C -0.76627 0.29821 -0.11324 -0.44 -0.20 -0.72
C -0.78138 -1.09202 -0.42720 -0.58 0.20 -0.65
C 0.27649 -1.66478 0.20438 0.34 -0.29 0.35
H 1.75452 -0.82804 1.47401 -0.51 0.24 -0.42
H 0.72326 1.39045 1.15454 -0.17 0.06 0.01
H -1.44304 1.02693 -0.52756 -0.05 0.15 0.18
H -1.46965 -1.59309 -1.09314 -0.03 -0.01 0.07
H 0.64905 -2.67271 0.22146 -0.02 -0.16 -0.01
N 4.98724 0.05328 -3.06422 0.28 -0.06 -0.38
C 6.32875 -0.00267 -3.31332 -0.26 0.43 0.04
C 6.96679 -0.29634 -2.13161 0.00 -0.56 -0.53
C 5.95563 -0.44597 -1.14886 0.07 -0.51 0.14
C 4.74768 -0.26286 -1.76624 -0.29 0.71 0.19
H 4.29643 0.29791 -3.75587 -0.19 -0.05 0.03
H 6.68273 0.25832 -4.29605 0.21 -0.20 0.00
H 8.00191 -0.59209 -2.07296 0.09 0.38 0.26
H 6.08551 -0.74036 -0.12396 0.06 0.05 0.16
H 3.74945 -0.17232 -1.37533 -0.08 -0.23 0.12
N 1.81828 1.90202 -4.02349 0.60 0.35 0.56
C 1.44120 0.65442 -3.64448 0.00 0.07 -0.24
C 1.93665 -0.22608 -4.57439 -0.33 0.22 0.01
C 2.64410 0.53896 -5.55165 0.18 -0.46 0.27
C 2.61781 1.84510 -5.12861 -0.49 0.04 -0.08
H 1.60859 2.73127 -3.48475 -0.04 0.04 -0.12
H 0.83080 0.51467 -2.76968 -0.06 -0.10 0.11
H 1.70411 -1.27317 -4.55934 0.22 -0.27 -0.17
H 3.09851 0.15032 -6.44891 0.16 0.10 0.07
H 3.09037 2.72975 -5.51382 -0.11 0.07 -0.18
N 1.56490 5.18788 -2.41935 -0.47 0.09 0.70
C 0.62416 5.13463 -3.41106 0.08 -0.54 -0.68
C -0.39716 4.32760 -2.98707 0.15 0.15 0.32
C -0.09756 3.94837 -1.64210 -0.86 -0.32 -0.70
C 1.08362 4.52060 -1.31199 1.03 -0.09 0.07
H 2.47231 5.60254 -2.46050 0.07 0.33 -0.09
H 0.78297 5.57115 -4.38408 0.08 0.10 0.09
H -1.25307 4.00970 -3.55195 -0.12 0.10 -0.11
H -0.72422 3.27536 -1.08170 0.07 0.17 0.38
H 1.65814 4.49130 -0.40189 0.02 -0.03 0.03
N 0.36406 7.28776 2.80377 0.09 -0.08 0.66
C 0.63992 6.61041 3.96896 -0.01 -0.05 -0.30
C 0.71850 5.28000 3.66807 -0.19 0.33 -0.48
C 0.46035 5.15997 2.26344 0.16 -0.43 0.68
C 0.24565 6.41554 1.75396 0.08 0.05 0.32
H 0.32358 8.28529 2.78465 -0.15 0.20 -0.36
H 0.71971 7.13856 4.90295 0.08 0.01 0.02
H 0.90510 4.46293 4.33943 -0.03 -0.03 0.07
H 0.44101 4.18160 1.81196 -0.06 0.20 -0.51
H 0.00490 6.79638 0.77748 0.02 -0.21 -0.14
N -2.98096 -0.21144 3.59123 0.60 -0.46 -0.04
C -3.16948 -0.62944 2.31613 -0.21 -0.28 -0.67
C -4.48398 -0.41677 2.00488 -0.99 0.12 0.25
C -5.09629 0.15433 3.15819 -0.69 -0.33 -0.06
C -4.14730 0.22765 4.12188 0.57 0.45 0.59
H -2.09686 -0.27485 4.06588 0.10 0.23 0.16
H -2.39750 -1.05417 1.69746 0.24 0.09 0.18
H -5.07271 -0.67924 1.14040 0.45 0.01 -0.32
H -6.13824 0.37383 3.32487 -0.02 0.12 -0.23
H -4.15338 0.59347 5.13142 -0.16 0.09 0.09
N -3.91778 1.86293 -1.94192 -0.10 0.32 0.20
C -4.20175 2.42088 -0.71056 0.37 -0.57 -0.22
C -4.45828 3.74467 -0.89316 0.17 0.20 0.14
C -4.32747 4.01096 -2.27888 -0.41 0.17 -0.23
C -4.02709 2.83107 -2.89951 0.16 0.06 0.07
H -3.65840 0.91476 -2.15394 -0.27 -0.10 0.22
H -4.17381 1.86108 0.20502 -0.01 -0.29 -0.05
H -4.65694 4.43223 -0.08736 -0.13 0.11 -0.11
H -4.52268 4.93750 -2.78745 0.10 0.15 0.00
H -3.86605 2.61528 -3.93894 0.04 -0.04 -0.05
N -2.70101 -5.58459 -3.42387 -0.61 0.03 -0.95
C -3.54405 -5.95845 -2.41976 -0.81 -0.74 -1.28
C -2.94330 -5.68163 -1.25780 0.89 0.60 0.86
C -1.71861 -5.01593 -1.59261 0.24 -0.57 2.33
C -1.58563 -4.99951 -2.92646 0.19 0.01 -0.83
H -2.87804 -5.73800 -4.39573 -0.10 0.07 -0.20
H -4.51339 -6.37005 -2.65659 0.13 -0.17 0.07
H -3.28930 -5.93385 -0.27297 -0.14 0.17 0.13
H -1.00245 -4.75167 -0.83471 0.25 0.36 -0.16
H -0.79608 -4.67671 -3.57892 0.09 0.11 0.04
N -0.83081 -2.17287 5.07602 -0.51 0.04 -0.25
C -1.20775 -1.43050 6.17235 0.76 0.00 -0.31
C -0.59417 -0.20530 6.06293 -0.06 -0.28 -0.31
C 0.14572 -0.20776 4.82695 -0.33 0.39 0.58
C -0.09548 -1.40119 4.20982 0.64 -0.17 0.55
H -1.13846 -3.10520 4.88907 -0.21 -0.13 -0.11
H -1.81403 -1.85995 6.95031 -0.07 0.04 -0.01
H -0.73059 0.59867 6.76579 0.21 0.11 -0.06
H 0.81649 0.55478 4.46384 -0.28 0.20 -0.11
H 0.27616 -1.73236 3.25570 -0.14 -0.31 0.01
```
Positions in Å, forces in eV/Å.

Values from the calculation:
LUMO level: 0.0021 hartree
Electronic energy: -2820.8296 Eh
E_HOMO: -0.2796 Eh
HOMO-LUMO gap: 7.67 eV

=====

Entry 2:
Formula: C50H66N4P2SSiTi
Source: the OMol25 dataset
Level of theory: ωB97M-V with the def2-TZVPD basis set

Structure (XYZ):
```
125
Properties=species:S:1:pos:R:3:forces:R:3
Ti 0.76045 -0.15664 -0.24247 -0.30 0.37 -0.31
N 0.48415 2.94596 2.95503 0.02 -0.03 -0.02
C 0.82402 2.12435 1.90157 -0.10 0.08 -0.07
S 0.60301 0.40921 2.14608 0.18 -0.04 -0.02
N 1.24414 2.69623 0.82015 0.04 0.05 0.10
N 1.52242 1.80062 -0.19296 0.08 -0.05 -0.03
C 2.35610 2.22532 -1.13449 -0.04 -0.12 -0.02
C 2.94659 3.58715 -1.15103 0.05 0.01 0.03
C 2.21927 4.68376 -1.59985 -0.02 -0.02 -0.02
C 2.78803 5.94761 -1.61482 0.00 0.01 -0.01
C 4.09497 6.12867 -1.18335 0.00 -0.01 0.00
C 4.83021 5.03866 -0.74082 -0.01 0.00 0.00
C 4.25854 3.77432 -0.72654 -0.01 0.00 0.02
C 2.72793 1.23326 -2.08008 0.00 -0.04 0.14
C 3.64965 1.43179 -3.12940 -0.05 0.02 -0.06
C 3.98503 0.38878 -3.94614 0.00 0.02 0.01
C 3.39660 -0.87572 -3.72368 -0.03 -0.01 0.03
C 2.50752 -1.00853 -2.69412 0.04 -0.01 -0.07
N 2.15862 -0.00122 -1.86495 -0.10 -0.01 0.21
H 0.45739 2.50504 3.85824 0.01 0.00 0.01
H 0.89613 3.86586 2.92533 0.01 0.01 0.00
H 1.20248 4.54219 -1.94184 0.00 0.01 0.02
H 2.20925 6.79283 -1.96551 0.00 0.00 0.00
H 4.53910 7.11550 -1.19502 0.00 0.01 0.00
H 5.85011 5.17191 -0.40365 0.01 0.00 0.00
H 4.82823 2.92191 -0.37550 0.00 0.00 0.00
H 4.07884 2.41434 -3.26885 0.00 0.01 0.00
H 4.69187 0.53042 -4.75289 0.00 0.00 0.00
H 3.62652 -1.72453 -4.35135 0.00 -0.01 0.00
H 2.02092 -1.95360 -2.49859 0.01 0.01 -0.01
C -0.79406 -2.57119 -2.84734 -0.10 -0.06 0.04
Si -1.18299 -1.50308 -1.31491 0.39 -0.24 -0.01
C -2.86744 -0.78090 -1.80693 0.01 0.12 0.02
C -3.72243 -1.49918 -2.64875 0.00 -0.01 0.01
C -4.81662 -0.90418 -3.25498 -0.02 -0.01 -0.01
C -5.05895 0.44619 -3.05451 -0.02 0.01 -0.01
C -4.24187 1.17243 -2.20347 0.01 0.00 0.00
C -3.16861 0.56766 -1.54820 0.04 -0.04 -0.02
P -2.17939 1.39062 -0.23480 -0.03 -0.04 0.09
C -2.34727 3.18122 -0.65702 0.11 0.00 -0.03
C -1.48110 3.45437 -1.89151 -0.02 -0.01 0.01
C -1.71263 4.87563 -2.42694 0.00 0.01 0.00
C -2.09646 5.85295 -1.30611 -0.01 0.01 0.00
C -1.41113 5.46194 -0.00184 0.04 0.01 0.00
C -1.91697 4.10030 0.50207 -0.02 0.01 -0.02
C -3.38969 1.11948 1.16469 0.02 0.03 -0.01
C -2.76933 1.33834 2.55739 0.01 0.07 -0.01
C -3.84692 1.53410 3.63525 0.01 0.00 0.01
C -5.08589 0.71286 3.30017 0.00 -0.02 0.01
C -5.74664 1.25386 2.02281 -0.01 0.00 0.01
C -4.71627 1.87405 1.06393 0.02 -0.02 -0.01
C -1.36665 -2.44297 0.36768 -0.18 -0.05 -0.04
C -2.62393 -2.51525 0.98261 0.01 -0.02 -0.01
C -2.77988 -2.94157 2.29238 -0.03 -0.02 0.01
C -1.67533 -3.34407 3.03046 0.00 -0.01 0.02
C -0.42147 -3.32928 2.44332 0.01 0.03 -0.03
C -0.25771 -2.87530 1.13603 0.03 -0.08 0.04
P 1.35559 -2.74344 0.30920 -0.11 0.12 0.01
C 1.48500 -4.26961 -0.80680 0.07 -0.07 0.06
C 0.16445 -5.04143 -1.01198 -0.05 0.07 -0.04
C -0.18223 -6.05242 0.07927 -0.02 -0.02 0.01
C 0.96618 -7.00416 0.38655 0.00 0.02 -0.02
C 2.21320 -6.19994 0.72595 0.01 -0.03 -0.02
C 2.58557 -5.27962 -0.43465 0.08 0.02 0.00
C 2.84712 -2.92668 1.39732 0.04 0.08 -0.03
C 4.00622 -2.42821 0.48086 0.01 0.02 -0.01
C 4.39102 -0.99694 0.83606 0.00 0.00 -0.06
C 5.01380 -0.96379 2.23413 0.01 -0.01 0.02
C 4.29272 -1.93838 3.18628 0.03 0.06 0.00
C 2.85463 -2.16550 2.72747 -0.07 -0.02 0.05
H -1.49160 -3.38380 -3.06415 -0.01 0.02 0.04
H 0.20628 -2.99723 -2.82565 0.00 -0.01 -0.02
H -0.82964 -1.87357 -3.68925 0.01 -0.01 -0.02
H -3.51713 -2.54266 -2.85663 0.00 0.00 0.00
H -5.46232 -1.48335 -3.90338 0.00 0.00 0.00
H -5.88713 0.93222 -3.55530 0.00 0.01 0.01
H -4.44914 2.22404 -2.05782 -0.02 0.01 -0.01
H -3.38927 3.40297 -0.90277 -0.02 -0.03 0.02
H -1.67782 2.71856 -2.67596 0.00 0.00 0.00
H -0.43866 3.31058 -1.59130 -0.01 0.01 -0.01
H -2.49610 4.86281 -3.18886 0.00 -0.01 0.00
H -0.80621 5.22647 -2.92864 0.00 0.00 -0.01
H -3.18070 5.83931 -1.15525 0.00 0.00 0.00
H -1.84074 6.87491 -1.59329 0.00 0.00 0.00
H -1.57428 6.22295 0.76427 0.01 -0.01 0.00
H -0.32848 5.41049 -0.16153 -0.02 -0.01 -0.01
H -2.76223 4.24347 1.17965 -0.01 0.01 -0.01
H -1.12575 3.63035 1.08199 0.03 -0.03 0.05
H -3.61806 0.05356 1.06417 0.01 -0.04 -0.03
H -2.09668 2.19873 2.55141 0.00 -0.02 0.01
H -2.15158 0.47516 2.80089 0.02 -0.04 0.02
H -4.12784 2.59013 3.70569 0.00 0.00 0.00
H -3.44508 1.25663 4.61198 0.01 0.00 0.00
H -5.79975 0.71365 4.12601 0.00 0.00 0.00
H -4.78346 -0.32939 3.15367 0.00 0.00 0.00
H -6.49434 2.00761 2.28323 0.00 0.00 0.00
H -6.28095 0.44775 1.51329 0.00 0.00 -0.01
H -4.55080 2.92341 1.32080 0.01 0.02 0.01
H -5.11267 1.85820 0.05019 -0.02 -0.01 -0.02
H -3.50182 -2.22494 0.41606 -0.01 0.04 0.00
H -3.76710 -2.96518 2.73841 0.00 -0.01 0.00
H -1.79254 -3.68001 4.05289 0.00 0.00 0.00
H 0.43556 -3.68063 3.00398 0.01 0.02 0.01
H 1.77125 -3.85440 -1.77632 -0.03 -0.01 0.02
H 0.26520 -5.57460 -1.96458 0.00 -0.01 0.00
H -0.67611 -4.36080 -1.12759 0.06 -0.02 -0.04
H -1.06546 -6.60966 -0.24260 0.00 0.00 0.02
H -0.46718 -5.52680 0.99402 0.02 0.01 0.00
H 1.17222 -7.63913 -0.48251 -0.01 0.00 -0.01
H 0.69864 -7.66927 1.21032 0.00 0.00 0.00
H 3.05445 -6.85797 0.95649 0.00 0.00 -0.01
H 2.01216 -5.61634 1.62983 -0.02 -0.03 0.01
H 2.73658 -5.90943 -1.31953 0.01 0.00 -0.01
H 3.54228 -4.78466 -0.25886 -0.07 -0.05 -0.01
H 3.01116 -3.97766 1.62331 -0.04 0.03 -0.03
H 3.72813 -2.48951 -0.57710 0.03 -0.01 0.02
H 4.87723 -3.08011 0.60329 0.00 0.01 0.02
H 3.49652 -0.36293 0.80027 0.02 0.00 0.02
H 5.08047 -0.58880 0.09386 0.00 -0.01 0.00
H 4.97949 0.05255 2.63172 -0.04 0.00 0.00
H 6.06980 -1.23698 2.16182 0.01 0.02 0.02
H 4.29939 -1.54506 4.20400 0.01 -0.01 0.00
H 4.82463 -2.89451 3.22151 -0.03 -0.01 -0.01
H 2.28787 -2.71047 3.48305 0.04 -0.07 0.00
H 2.36565 -1.20096 2.62723 -0.01 0.06 0.01
```
Positions in Å, forces in eV/Å.

Values from the calculation:
LUMO level (alpha / beta): 0.0202 / -0.0079 hartree
Electronic energy: -4383.8438 Eh
ΔE to the lowest compared entry with this formula, charge and spin: 13.3 kcal per mole
Spin multiplicity: 3
E_HOMO (alpha / beta): -0.2082 / -0.2540 Eh
⟨S²⟩: 2.02
HOMO-LUMO gap (alpha / beta): 6.22 / 6.70 eV